# C44H121N11O11

A 11-piece molecular cluster, C44H121N11O11 overall at a distorted geometry (ωB97M-V/def2-TZVPD, the Open Molecules 2025 dataset).

Last column: Mulliken charge in e.
Cartesian coordinates (Å):
C  1.627  0.004  -6.041  -0.89
O  2.873  -0.479  -5.593  -0.14
C  3.940  -0.337  -6.543  -0.86
C  5.168  -1.208  -6.129  0.38
C  4.694  -2.713  -6.173  -1.32
N  5.766  -1.032  -4.794  -0.70
H  1.594  1.087  -6.163  0.34
H  0.860  -0.045  -5.268  0.25
H  1.331  -0.514  -6.954  0.32
H  3.672  -0.605  -7.565  0.41
H  4.166  0.717  -6.703  0.44
H  5.972  -0.924  -6.808  0.35
H  5.327  -3.363  -5.569  0.40
H  4.584  -3.174  -7.154  0.38
H  3.716  -2.819  -5.702  0.19
H  5.078  -1.262  -4.091  0.25
H  5.963  -0.070  -4.554  0.20
C  -5.721  -3.807  5.575  -0.69
O  -6.362  -4.774  6.332  -0.31
C  -7.836  -4.513  6.280  -0.79
C  -8.642  -5.668  6.924  0.44
C  -10.165  -5.571  6.787  -1.47
N  -8.302  -5.618  8.351  -0.60
H  -5.929  -3.810  4.505  0.23
H  -4.632  -3.846  5.575  0.35
H  -5.928  -2.768  5.835  0.27
H  -7.942  -3.585  6.841  0.33
H  -8.205  -4.392  5.261  0.36
H  -8.296  -6.604  6.485  0.25
H  -10.507  -6.539  7.152  0.40
H  -10.404  -5.593  5.724  0.38
H  -10.648  -4.724  7.274  0.35
H  -8.176  -4.625  8.485  0.25
H  -9.099  -5.932  8.887  0.26
C  -2.966  4.393  6.687  -0.72
O  -3.683  4.534  5.474  -0.24
C  -3.312  5.767  4.808  -0.70
C  -3.824  5.676  3.333  0.45
C  -2.959  4.823  2.375  -1.34
N  -3.750  7.015  2.759  -0.77
H  -2.868  3.332  6.916  0.23
H  -3.608  4.725  7.503  0.28
H  -1.970  4.837  6.690  0.31
H  -3.774  6.631  5.285  0.36
H  -2.229  5.886  4.827  0.33
H  -4.882  5.433  3.422  0.18
H  -2.935  3.790  2.722  0.29
H  -1.932  5.188  2.355  0.35
H  -3.326  4.882  1.351  0.42
H  -2.753  7.171  2.719  0.30
H  -4.094  6.945  1.812  0.27
C  -7.220  1.064  5.829  -0.82
O  -7.600  0.764  4.524  -0.30
C  -7.134  1.657  3.518  -0.70
C  -7.782  1.385  2.176  0.57
C  -7.610  -0.116  1.695  -1.30
N  -7.179  2.239  1.112  -0.71
H  -6.166  0.982  6.095  0.32
H  -7.757  0.512  6.601  0.27
H  -7.329  2.132  6.015  0.36
H  -7.241  2.706  3.796  0.36
H  -6.068  1.429  3.508  0.33
H  -8.836  1.662  2.201  0.21
H  -7.888  -0.202  0.645  0.34
H  -8.126  -0.912  2.231  0.30
H  -6.537  -0.280  1.790  0.31
H  -7.054  3.196  1.412  0.20
H  -7.759  2.334  0.290  0.25
C  -5.041  -0.867  -3.126  -0.67
O  -5.271  -1.327  -4.500  -0.36
C  -6.299  -2.369  -4.484  -0.78
C  -7.755  -1.831  -4.666  0.89
C  -8.794  -2.882  -4.451  -1.57
N  -7.950  -1.328  -5.949  -0.73
H  -4.607  -1.643  -2.496  0.28
H  -5.964  -0.426  -2.748  0.24
H  -4.342  -0.032  -3.175  0.28
H  -6.028  -3.165  -5.179  0.45
H  -6.303  -2.985  -3.585  0.29
H  -7.962  -1.078  -3.906  0.09
H  -8.740  -3.673  -5.199  0.35
H  -9.802  -2.471  -4.514  0.38
H  -8.727  -3.299  -3.446  0.36
H  -8.795  -0.774  -5.941  0.26
H  -7.269  -0.663  -6.287  0.24
C  13.267  4.736  1.788  -0.76
O  12.125  3.951  2.140  -0.32
C  11.129  4.898  2.624  -0.66
C  9.784  4.312  2.968  0.34
C  9.093  3.476  1.869  -1.35
N  8.949  5.455  3.302  -0.69
H  14.132  4.133  1.511  0.28
H  13.544  5.389  2.616  0.30
H  13.183  5.435  0.956  0.31
H  11.538  5.268  3.564  0.36
H  10.939  5.630  1.838  0.30
H  9.925  3.668  3.836  0.35
H  9.835  2.703  1.673  0.34
H  8.913  4.088  0.985  0.29
H  8.197  2.895  2.087  0.39
H  8.469  5.760  2.467  0.24
H  8.202  5.144  3.907  0.29
C  5.632  7.503  -0.369  -0.80
O  5.181  7.148  0.906  -0.20
C  3.914  7.759  1.070  -0.61
C  3.633  7.896  2.554  0.43
C  3.303  6.588  3.369  -1.44
N  2.531  8.834  2.913  -0.67
H  5.911  8.547  -0.507  0.33
H  4.977  7.207  -1.189  0.33
H  6.507  6.865  -0.500  0.22
H  3.887  8.811  0.787  0.29
H  3.098  7.263  0.545  0.29
H  4.506  8.376  2.995  0.24
H  3.334  6.684  4.454  0.37
H  4.021  5.800  3.140  0.38
H  2.312  6.233  3.085  0.35
H  1.845  8.345  3.469  0.24
H  2.883  9.570  3.509  0.26
C  8.551  2.694  -4.867  -0.78
O  9.243  1.728  -4.154  -0.25
C  10.371  1.174  -4.814  -0.65
C  11.135  0.254  -3.866  0.53
C  12.532  -0.037  -4.346  -1.55
N  10.434  -1.027  -3.802  -0.75
H  9.268  3.479  -5.109  0.37
H  7.831  3.181  -4.209  0.25
H  8.129  2.322  -5.801  0.28
H  10.096  0.607  -5.703  0.28
H  11.103  1.951  -5.036  0.35
H  11.155  0.636  -2.845  0.25
H  13.090  -0.856  -3.892  0.41
H  13.161  0.843  -4.211  0.39
H  12.607  -0.199  -5.421  0.35
H  9.426  -0.966  -3.825  0.26
H  10.620  -1.501  -4.674  0.26
C  -0.692  -0.460  1.348  -0.73
O  0.504  -0.492  0.554  -0.32
C  1.082  0.802  0.222  -0.67
C  2.609  0.704  -0.082  0.60
C  3.294  1.989  -0.503  -1.63
N  2.890  -0.405  -0.983  -0.70
H  -1.012  -1.480  1.561  0.23
H  -1.408  0.137  0.784  0.30
H  -0.493  0.036  2.298  0.30
H  0.607  1.157  -0.693  0.33
H  1.040  1.496  1.061  0.37
H  3.122  0.494  0.857  0.25
H  4.264  1.774  -0.951  0.38
H  3.486  2.683  0.315  0.41
H  2.719  2.578  -1.218  0.35
H  2.498  -0.126  -1.871  0.19
H  2.254  -1.108  -0.633  0.35
C  -6.789  -7.271  -1.288  -0.74
O  -6.753  -6.279  -0.231  -0.31
C  -6.356  -6.743  1.040  -0.66
C  -4.901  -7.261  0.989  0.52
C  -4.475  -7.855  2.333  -1.59
N  -3.916  -6.205  0.819  -0.59
H  -7.300  -8.189  -1.000  0.33
H  -5.825  -7.529  -1.725  0.29
H  -7.393  -6.832  -2.083  0.24
H  -6.591  -5.988  1.790  0.22
H  -6.986  -7.591  1.308  0.35
H  -4.748  -8.000  0.202  0.24
H  -4.571  -7.118  3.131  0.33
H  -3.450  -8.216  2.248  0.40
H  -5.065  -8.744  2.556  0.43
H  -4.413  -5.497  0.297  0.26
H  -3.725  -5.851  1.745  0.29
C  -0.257  -4.760  -6.217  -0.51
O  -0.423  -5.898  -5.306  -0.43
C  -0.463  -5.580  -3.872  -0.70
C  0.950  -5.117  -3.361  0.64
C  2.106  -6.078  -3.707  -1.41
N  0.890  -5.113  -1.939  -0.71
H  0.769  -4.391  -6.214  0.13
H  -1.032  -4.041  -5.953  0.27
H  -0.414  -5.092  -7.243  0.27
H  -1.114  -4.707  -3.820  0.35
H  -0.926  -6.356  -3.263  0.37
H  1.153  -4.143  -3.807  0.14
H  3.095  -5.840  -3.315  0.38
H  2.167  -6.184  -4.790  0.31
H  1.993  -7.096  -3.334  0.37
H  0.145  -4.517  -1.608  0.25
H  0.663  -6.009  -1.531  0.27

Values from the calculation:
Calculated total energy = -3178.55999 Ha
Lowest unoccupied orbital energy = 0.12 eV
Relative energy (zero: lowest compared OMol25 entry of this formula, charge and spin) = 6.211 eV
Orbital gap = 8.71 eV
Highest occupied orbital energy = -8.59 eV
Maximum force = 3.22 eV/A